The following is a quantum chemistry calculation of a cluster of 2 separate species, C3H11NOS in total at a distorted geometry, from the Open Molecules 2025 dataset.

CARTESIAN COORDINATES (ANGSTROEM)
C  -2.522  2.624  1.950
S  -1.191  1.360  1.823
C  0.200  2.413  2.320
H  -2.198  3.734  1.692
H  -2.767  2.722  2.961
H  -3.207  2.425  1.115
H  0.671  2.281  3.371
H  0.943  2.322  1.431
H  -0.163  3.477  2.276
N  1.618  -1.926  -2.915
C  1.463  -3.115  -2.153
O  0.115  -3.430  -1.826
H  0.767  -1.480  -3.100
H  2.302  -2.009  -3.597
H  1.863  -4.006  -2.589
H  2.056  -3.042  -1.257
H  0.051  -4.350  -1.500

Computed properties:
Energy above the lowest of the compared OMol25 structures with the same formula, charge and spin ... 196.2 kJ/mol
Molar mass ... 109.19 Da
SMILES ... CSC.NCO
Highest occupied orbital energy ... -8.443 eV
2S+1 ... 1
Gap between HOMO and LUMO ... 9.34 eV


The following is a quantum chemistry calculation of the molecule C7H7BrCl2 at a distorted geometry, from the Open Molecules 2025 dataset.

CARTESIAN COORDINATES (ANGSTROEM)
C  -1.735  1.081  -0.332
C  -0.538  1.694  -0.247
C  -1.957  -0.324  -0.488
C  0.751  1.111  -0.079
C  -1.071  -1.150  -1.012
C  0.935  0.072  0.671
C  2.153  -0.634  0.852
Cl  -1.326  -2.892  -1.132
Cl  -0.335  -0.387  1.912
Br  3.127  -0.739  -0.810
H  -2.711  1.566  -0.105
H  -0.608  2.759  0.010
H  -2.847  -0.744  0.084
H  1.565  1.219  -0.783
H  -0.082  -0.961  -1.436
H  1.905  -1.532  1.317
H  2.773  -0.139  1.578

Computed properties:
Molar mass ... 241.94 Da
SMILES ... Cl/C=C/C=C\C=C(/Cl)CBr
Highest occupied orbital energy ... -8.651 eV
2S+1 ... 1
Gap between HOMO and LUMO ... 8.59 eV


The following is a quantum chemistry calculation of the molecule C14H18BrNO4S at a distorted geometry, from the Open Molecules 2025 dataset.

CARTESIAN COORDINATES (ANGSTROEM)
C  0.371  4.351  2.018
C  -0.094  3.054  1.397
H  0.488  2.789  0.519
H  -0.113  2.241  2.116
S  -1.815  3.324  0.841
O  -1.778  4.306  -0.201
O  -2.609  3.572  2.007
N  -2.379  1.922  0.165
C  -2.810  0.849  1.022
H  -3.023  1.293  1.995
C  -1.765  -0.263  1.128
H  -0.874  0.105  1.641
H  -2.167  -1.100  1.699
C  -1.377  -0.735  -0.281
C  -0.408  -1.896  -0.162
O  -0.625  -2.890  0.476
O  0.715  -1.672  -0.865
C  1.735  -2.599  -0.957
C  2.141  -3.430  0.076
C  3.206  -4.295  -0.120
C  3.872  -4.332  -1.333
C  3.479  -3.498  -2.367
C  2.414  -2.640  -2.173
Br  1.841  -1.482  -3.562
H  3.990  -3.513  -3.317
H  4.700  -5.007  -1.479
H  3.514  -4.942  0.686
H  1.621  -3.404  1.019
H  -2.276  -1.138  -0.763
C  -0.853  0.445  -1.099
C  -1.923  1.540  -1.146
H  -1.546  2.446  -1.622
H  -2.785  1.180  -1.720
H  0.061  0.828  -0.641
H  -0.614  0.133  -2.116
H  -3.741  0.435  0.616
H  0.312  5.146  1.279
H  -0.282  4.608  2.848
H  1.396  4.273  2.378

Computed properties:
Energy above the lowest of the compared OMol25 structures with the same formula, charge and spin ... 19.0 kJ/mol
Molar mass ... 376.27 Da
SMILES ... CCS(=O)(=O)N1CCC(C(=O)Oc2ccccc2Br)CC1
Highest occupied orbital energy ... -9.371 eV
2S+1 ... 1
Gap between HOMO and LUMO ... 9.91 eV


The following is a quantum chemistry calculation of a cluster of 7 separate species, C30H30F7NO20 in total at a distorted geometry, from the Open Molecules 2025 dataset.

CARTESIAN COORDINATES (ANGSTROEM)
C  1.436  3.405  2.196
C  1.300  1.822  2.071
C  0.952  0.859  3.275
C  0.786  -0.692  3.076
C  0.978  -1.375  1.666
C  1.349  -0.428  0.508
C  1.511  1.134  0.705
C  1.907  1.755  -0.731
O  1.923  2.950  -1.115
N  2.191  0.538  -1.487
C  3.295  0.553  -2.484
C  4.753  0.234  -1.890
C  4.871  0.315  -0.296
F  5.644  1.269  -2.422
C  1.659  -0.746  -1.046
O  1.458  -1.789  -1.709
H  1.596  3.898  1.162
H  2.229  3.701  2.959
H  0.419  3.804  2.559
H  0.798  1.318  4.307
H  0.534  -1.346  3.985
H  0.851  -2.499  1.495
H  3.074  -0.272  -3.266
H  3.329  1.544  -3.050
H  5.183  -0.791  -2.233
H  4.969  1.396  0.107
H  5.879  -0.187  -0.022
H  4.070  -0.267  0.268
C  -0.878  -5.209  2.571
C  -2.073  -5.733  3.301
O  -1.895  -5.235  4.612
C  -1.198  -4.074  4.468
O  -1.094  -3.241  5.321
O  -0.639  -3.972  3.229
F  -2.060  -7.086  3.348
H  0.000  -5.853  2.680
H  -1.072  -5.057  1.508
H  -3.031  -5.385  2.903
C  -1.329  -2.822  -3.398
C  -2.359  -1.974  -4.071
O  -3.500  -2.809  -4.097
C  -3.378  -3.621  -3.009
O  -4.274  -4.271  -2.551
O  -2.113  -3.598  -2.502
F  -2.000  -1.696  -5.349
H  -0.809  -3.486  -4.094
H  -0.588  -2.229  -2.860
H  -2.594  -1.047  -3.541
C  -6.476  0.506  -3.207
C  -6.422  1.583  -2.171
O  -5.472  1.094  -1.245
C  -4.624  0.316  -1.976
O  -3.549  -0.047  -1.596
O  -5.147  0.008  -3.196
F  -7.614  1.709  -1.538
H  -7.168  -0.299  -2.944
H  -6.743  0.890  -4.193
H  -6.099  2.557  -2.549
C  7.833  -4.598  -3.027
C  7.621  -3.122  -3.139
O  6.822  -2.823  -2.013
C  7.160  -3.752  -1.073
O  6.896  -3.659  0.089
O  7.843  -4.797  -1.621
F  6.920  -2.816  -4.257
H  7.017  -5.177  -3.470
H  8.775  -4.919  -3.475
H  8.541  -2.532  -3.105
C  3.116  7.492  1.751
C  2.087  8.346  1.080
O  0.947  7.513  1.050
C  1.065  6.695  2.133
O  0.169  6.045  2.586
O  2.330  6.714  2.642
F  2.447  8.630  -0.194
H  3.636  6.831  1.053
H  3.857  8.082  2.294
H  1.853  9.271  1.613
C  -6.455  1.134  1.839
C  -7.645  0.605  2.574
O  -7.463  1.102  3.884
C  -6.770  2.267  3.737
O  -6.666  3.098  4.591
O  -6.217  2.372  2.495
F  -7.627  -0.749  2.620
H  -5.575  0.493  1.943
H  -6.655  1.285  0.779
H  -8.606  0.950  2.181

Computed properties:
Molar mass ... 857.54 Da
SMILES ... Cc1cccc2c1C(=O)N(C[C@H](C)F)C2=O.O=C1OC[C@@H](F)O1.O=C1OC[C@@H](F)O1.O=C1OC[C@@H](F)O1.O=C1OC[C@@H](F)O1.O=C1OC[C@@H](F)O1.O=C1OC[C@@H](F)O1
Highest occupied orbital energy ... -9.004 eV
2S+1 ... 1
Gap between HOMO and LUMO ... 8.18 eV


The following is a quantum chemistry calculation of a structure of composition C7H11IrNP at a distorted geometry, from the Open Molecules 2025 dataset.

CARTESIAN COORDINATES (ANGSTROEM)
C  1.203  1.769  -0.121
C  1.957  0.723  -0.753
C  1.192  0.266  -1.884
C  0.003  1.058  -1.982
C  0.003  1.988  -0.879
Ir  -0.035  -0.027  -0.005
P  -0.716  0.075  2.104
H  1.528  2.361  0.739
H  2.927  0.340  -0.426
H  1.493  -0.531  -2.581
H  -0.743  2.762  -0.687
H  -0.774  0.977  -2.753
H  -1.714  1.047  2.328
H  0.304  0.385  3.030
H  -1.285  -1.085  2.656
C  -1.846  -4.222  0.389
C  -1.274  -2.886  0.295
N  -0.840  -1.812  0.266
H  -2.933  -4.131  0.606
H  -1.343  -4.770  1.215
H  -1.694  -4.758  -0.572

Computed properties:
Energy above the lowest of the compared OMol25 structures with the same formula, charge and spin ... 7.2 kJ/mol
Molar mass ... 332.36 Da
⟨S²⟩ ... 6.01
Highest occupied orbital energy (alpha / beta) ... -2.560 / -9.397 eV
2S+1 ... 5
Gap between HOMO and LUMO (alpha / beta) ... 3.09 / 7.25 eV


The following is a quantum chemistry calculation of a cluster of 3 separate species, CH8NO3 in total at a distorted geometry, from the Open Molecules 2025 dataset.

CARTESIAN COORDINATES (ANGSTROEM)
N  -2.067  0.126  0.265
C  -0.758  -0.572  0.558
O  0.298  0.160  0.220
H  -2.448  0.456  1.142
H  -1.831  0.937  -0.297
H  -0.785  -0.722  1.657
H  -0.793  -1.524  0.006
H  1.330  1.474  -0.296
H  1.159  2.984  -0.376
O  1.801  2.295  -0.563
H  1.449  -1.136  -0.510
H  0.900  -2.450  -0.989
O  1.746  -2.029  -0.817

Computed properties:
Energy above the lowest of the compared OMol25 structures with the same formula, charge and spin ... 35.9 kJ/mol
Molar mass ... 82.08 Da
Highest occupied orbital energy ... -3.568 eV
Net charge ... -1
2S+1 ... 1
Gap between HOMO and LUMO ... 7.94 eV